# 1
{
  "formula": "C4H12OS2",
  "method": "wB97M-V/def2-TZVPD",
  "energy_ha": -1031.203041,
  "charge": 0,
  "smiles": "CCSSCC.O",
  "lumo_energy_ev": 0.69,
  "species": ["C", "C", "S", "S", "C", "C", "H", "H", "H", "H", "H", "H", "H", "H", "H", "H", "O", "H", "H"],
  "xyz": [[1.502236, -1.673714, -1.198840], [1.451709, -0.734183, -0.020970], [0.899722, 0.961276, -0.312007], [-1.139416, 0.895784, -0.056245], [-1.788541, 0.936278, -1.747559], [-2.958985, 1.938203, -1.882217], [1.935877, -2.646215, -1.003870], [0.563359, -1.811161, -1.749920], [2.113282, -1.184026, -1.972717], [0.886164, -1.192728, 0.780799], [2.424665, -0.527311, 0.408254], [-2.050007, -0.025207, -2.172293], [-0.942875, 1.277579, -2.339861], [-2.609098, 2.943483, -2.043392], [-3.668401, 1.546758, -2.607565], [-3.488608, 1.886899, -0.919634], [2.111722, -3.290664, 4.931839], [2.771189, -2.591745, 4.869294], [2.629507, -4.101758, 4.858650]],
  "forces_ev_per_a": [[0.325, 0.936, -1.723], [-0.236, -0.364, 0.446], [-0.566, -0.067, 0.076], [0.177, -0.075, 0.005], [0.293, 0.862, -0.882], [0.020, -1.541, 1.255], [0.051, -0.145, 0.344], [-0.205, -0.015, 0.686], [0.197, -0.292, 0.147], [-0.333, 0.245, 0.288], [0.503, -0.324, -0.096], [-0.149, -0.413, 0.427], [0.042, 0.036, -0.123], [-0.092, 0.289, -0.243], [0.073, 0.478, -0.365], [-0.100, 0.389, -0.238], [0.237, -0.110, -0.047], [-0.087, 0.041, 0.018], [-0.149, 0.072, 0.024]]
}

***

# 2
{
  "formula": "C4H4S",
  "method": "wB97M-V/def2-TZVPD",
  "energy_ha": -552.717066,
  "multiplicity": 3,
  "charge": 0,
  "lumo_energy_ev": [0.56, -1.59],
  "s_squared": 2.010,
  "species": ["C", "C", "C", "C", "S", "H", "H", "H", "H"],
  "xyz": [[-1.331602, 0.382693, -0.474124], [-0.614135, 1.251132, 0.185526], [1.164329, -0.743192, -0.106620], [-0.042221, -0.041596, -0.030847], [2.527866, 0.111748, 0.146787], [-2.096175, 0.284449, -1.104204], [-0.326915, 2.235015, 0.579799], [1.287565, -1.884288, -0.305728], [-0.568712, -1.595962, 1.109415]],
  "forces_ev_per_a": [[2.512, -0.140, 1.731], [1.835, 0.561, 0.990], [-1.564, -1.991, -0.284], [0.503, 0.304, -1.102], [1.885, 1.040, 0.474], [-3.093, -0.724, -2.091], [-0.591, -0.546, -0.410], [-0.923, 2.190, 0.097], [-0.565, -0.694, 0.594]]
}

***

# 3
{
  "formula": "C6H12N2",
  "method": "wB97M-V/def2-TZVPD",
  "energy_ha": -345.280712,
  "charge": 0,
  "smiles": "CC1=C(C)NC(C)N1",
  "lumo_energy_ev": 1.06,
  "species": ["C", "C", "C", "C", "N", "C", "C", "N", "H", "H", "H", "H", "H", "H", "H", "H", "H", "H", "H", "H"],
  "xyz": [[-2.368210, -0.610676, -0.131138], [-0.918972, -0.278102, -0.020502], [-0.325023, 0.947739, -0.072106], [-0.886817, 2.309168, 0.136764], [1.059502, 0.729632, -0.114080], [1.226880, -0.670075, 0.170878], [2.559628, -1.274519, -0.191718], [0.059236, -1.220652, -0.509509], [-2.656983, -0.793792, -1.171016], [-2.974185, 0.212852, 0.244798], [-2.590991, -1.517071, 0.436849], [-0.935921, 2.555061, 1.199713], [-1.890211, 2.377597, -0.274327], [-0.262066, 3.055347, -0.352678], [1.647315, 1.372334, 0.399859], [0.730392, -0.768306, 1.340915], [2.682773, -1.270179, -1.283455], [2.621490, -2.292805, 0.165678], [3.366551, -0.694482, 0.242368], [-0.144390, -2.169070, -0.217296]],
  "forces_ev_per_a": [[0.131, 0.043, -0.040], [-0.503, 1.023, -2.067], [-0.190, -1.129, 1.605], [0.016, -0.095, 0.016], [0.367, 0.422, -0.896], [-1.658, -0.362, 2.361], [-0.335, 0.298, -0.151], [-0.085, -0.035, 0.074], [0.038, -0.044, 0.009], [-0.061, -0.101, 0.083], [-0.139, 0.094, 0.051], [0.018, 0.067, -0.003], [-0.082, 0.068, -0.016], [-0.008, 0.029, -0.064], [-0.106, -0.120, -0.021], [2.319, 0.003, -1.641], [-0.123, 0.030, 0.285], [0.074, -0.261, 0.117], [0.175, 0.025, 0.143], [0.152, 0.045, 0.155]]
}

***

# 4
{
  "formula": "C24H20ClN3PV",
  "method": "wB97M-V/def2-TZVPD",
  "energy_ha": -2835.633368,
  "multiplicity": 2,
  "charge": 1,
  "lumo_energy_ev": [-3.23, -3.45],
  "s_squared": 1.047,
  "species": ["V", "N", "P", "C", "C", "C", "C", "C", "C", "C", "C", "C", "C", "C", "C", "C", "C", "C", "C", "C", "N", "H", "H", "H", "H", "H", "H", "H", "H", "H", "H", "H", "H", "H", "H", "H", "Cl", "N", "C", "C", "C", "C", "C", "C", "C", "H", "H", "H", "H", "H"],
  "xyz": [[-0.636985, -1.417532, -0.677510], [0.008735, -2.734359, 2.949727], [-0.180328, -0.152649, 1.486399], [-1.103913, 0.410437, 2.919185], [-0.527146, 1.359271, 3.768725], [-1.183634, 1.732621, 4.929463], [-2.407412, 1.162151, 5.248829], [-2.988241, 0.228929, 4.399914], [-2.346545, -0.148186, 3.233638], [1.527259, 0.348830, 1.775373], [1.932002, 1.520110, 1.133909], [3.242169, 1.957413, 1.249792], [4.155539, 1.208997, 1.979037], [3.757422, 0.033347, 2.601295], [2.443855, -0.399273, 2.508784], [-1.670119, -2.497523, 0.938615], [-2.178962, -2.955377, -0.291493], [-1.348013, -3.725043, -1.190385], [0.007119, -3.708229, -1.440741], [1.019797, -2.897820, -0.842664], [0.766956, -2.551401, 0.473876], [0.246316, -3.573390, 3.455333], [0.428394, 1.804087, 3.526947], [-0.734234, 2.463236, 5.588198], [-2.913199, 1.448646, 6.161444], [-3.947198, -0.206339, 4.646452], [-2.795001, -0.872762, 2.567434], [1.221114, 2.090433, 0.544404], [3.551349, 2.875278, 0.768066], [5.181291, 1.542524, 2.062602], [4.473141, -0.548404, 3.166565], [2.130242, -1.301152, 3.016168], [-3.249414, -3.005058, -0.427789], [-1.913727, -4.350178, -1.875332], [0.346995, -4.301989, -2.283659], [2.064771, -2.988324, -1.100568], [-0.269880, -2.281453, 1.588502], [-0.791282, -0.289320, -2.395203], [-0.701730, 0.395595, -3.313362], [-0.576760, 1.247547, -4.450854], [0.689754, 1.729099, -4.789506], [0.815848, 2.564294, -5.883774], [-0.306975, 2.911572, -6.624895], [-1.562935, 2.427272, -6.282132], [-1.708281, 1.589313, -5.191951], [1.552084, 1.445729, -4.201529], [1.789526, 2.941976, -6.162724], [-0.201533, 3.565698, -7.479934], [-2.429622, 2.700998, -6.867263], [-2.678606, 1.200361, -4.915405]],
  "forces_ev_per_a": [[0.305, -2.802, 0.343], [0.640, 1.208, 1.331], [-0.055, 0.446, -0.322], [0.101, -0.157, 0.095], [0.017, -0.044, 0.036], [-0.020, 0.039, -0.023], [0.005, 0.001, -0.008], [-0.001, -0.002, -0.005], [-0.127, 0.165, -0.121], [0.042, 0.019, -0.109], [-0.020, -0.060, -0.081], [0.006, 0.016, 0.032], [-0.010, 0.000, -0.001], [0.000, 0.010, 0.001], [-0.045, 0.066, 0.180], [-2.073, 2.337, 0.623], [2.175, -0.558, 0.353], [-0.919, -0.018, -0.630], [0.656, 0.136, -0.914], [-2.237, -0.668, 0.930], [2.774, 2.601, 0.518], [-0.257, -0.604, -0.793], [0.029, -0.040, 0.041], [-0.005, 0.010, -0.008], [-0.001, 0.003, -0.001], [0.007, -0.010, 0.007], [0.030, -0.038, 0.020], [0.025, 0.017, -0.014], [-0.008, 0.000, -0.004], [0.001, -0.001, -0.005], [-0.003, 0.001, 0.005], [-0.005, -0.022, -0.033], [-0.005, 0.120, -0.038], [0.050, 0.169, -0.196], [-0.204, 0.121, -0.170], [-0.022, 0.220, -0.197], [-0.789, -3.139, -0.428], [-0.005, 0.515, -0.370], [-0.070, -0.061, -0.037], [0.052, 0.014, 0.002], [-0.024, 0.001, -0.010], [0.001, -0.012, -0.009], [0.005, 0.003, 0.001], [-0.005, -0.009, -0.006], [-0.012, -0.015, 0.008], [0.007, 0.008, -0.006], [0.000, 0.006, 0.006], [0.000, -0.001, -0.001], [0.000, 0.002, 0.001], [-0.001, 0.008, 0.008]]
}